Record 1
An isolated molecule of C6H12O, computed with wB97M-V/def2-TZVPD.

```
! RIJCOSX wB97M-V def2-TZVPD def2/J DEFGRID3
* xyz 0 1
C -0.79 0.65 -1.92
C -1.04 0.17 -0.50
C 0.19 0.10 0.41
C 1.38 0.96 0.04
C -0.08 -0.11 1.88
C 0.50 -1.22 1.08
O -0.33 -2.33 0.89
H -0.05 0.03 -2.44
H -0.43 1.69 -1.93
H -1.72 0.62 -2.50
H -1.51 -0.82 -0.52
H -1.79 0.83 -0.04
H 1.78 0.70 -0.95
H 1.12 2.02 0.03
H 2.19 0.83 0.76
H -1.12 -0.22 2.18
H 0.56 0.40 2.61
H 1.55 -1.46 1.23
H -0.07 -2.74 0.05
*
```

Properties
- HOMO-LUMO gap: 10.2 eV
- E_HOMO: -9.371 eV
- Largest force on an atom: 0.31 eV Å⁻¹
- M: 100.2 g mol⁻¹
- Energy above the lowest of the compared OMol25 structures with the same formula, charge and spin: 114.0 kJ/mol

---

Record 2
An isolated molecule of C5H4N4O2, computed with wB97M-V/def2-TZVPD.

```
! RIJCOSX wB97M-V def2-TZVPD def2/J DEFGRID3
* xyz 0 1
O -2.25 -1.55 -0.69
C -1.28 -1.04 -0.24
N -0.90 -0.99 1.13
C -0.08 0.01 1.74
O -0.15 -0.05 3.04
N 0.68 0.83 1.10
C 0.59 0.51 -0.20
N 1.40 1.09 -1.13
C 1.03 0.70 -2.37
N 0.01 -0.11 -2.36
C -0.24 -0.24 -1.05
H -1.39 -1.63 1.80
H -0.95 -0.48 3.36
H 2.02 1.85 -0.86
H 1.52 1.09 -3.27
*
```

Properties
- HOMO-LUMO gap: 8.5 eV
- E_HOMO: -8.400 eV
- Largest force on an atom: 5.55 eV Å⁻¹
- M: 152.1 g mol⁻¹
- Energy above the lowest of the compared OMol25 structures with the same formula, charge and spin: 0.0 kJ/mol

---

Record 3
An isolated molecule of C13H16N4O2S, computed with wB97M-V/def2-TZVPD.

```
! RIJCOSX wB97M-V def2-TZVPD def2/J DEFGRID3
* xyz 0 1
C 1.12 5.82 4.18
C 0.84 4.59 3.32
C 2.04 4.24 2.44
C 1.78 3.05 1.60
N 0.70 2.37 1.58
N 0.70 1.34 0.74
C 1.80 1.21 0.07
N 2.06 0.25 -0.84
C 1.24 -0.81 -1.29
O 1.69 -1.56 -2.13
N 0.03 -0.84 -0.71
C -1.01 -1.75 -0.93
C -0.92 -2.81 -1.83
C -1.99 -3.68 -1.99
C -3.16 -3.51 -1.26
O -4.26 -4.30 -1.35
C -4.24 -5.39 -2.24
C -3.24 -2.45 -0.36
C -2.18 -1.58 -0.19
S 3.00 2.43 0.47
H 1.97 5.63 4.84
H 0.26 6.05 4.80
H 1.35 6.68 3.56
H -0.03 4.78 2.68
H 0.60 3.74 3.95
H 2.29 5.09 1.79
H 2.91 4.05 3.07
H 2.97 0.26 -1.29
H -0.15 -0.11 -0.02
H -0.02 -2.95 -2.40
H -1.89 -4.48 -2.70
H -3.45 -6.10 -1.99
H -4.10 -5.06 -3.28
H -5.21 -5.87 -2.14
H -4.15 -2.32 0.20
H -2.26 -0.76 0.51
*
```

Properties
- HOMO-LUMO gap: 8.3 eV
- E_HOMO: -7.823 eV
- Largest force on an atom: 1.45 eV Å⁻¹
- M: 292.4 g mol⁻¹
- Energy above the lowest of the compared OMol25 structures with the same formula, charge and spin: 18.9 kJ/mol

---

Record 4
C43H44CaClI2N7OP as an isolated structure, computed with wB97M-V/def2-TZVPD.

```
! RIJCOSX wB97M-V def2-TZVPD def2/J DEFGRID3
* xyz 1 1
Ca -0.39 -0.70 -0.51
I 3.14 -0.52 -1.47
C 4.37 1.19 -1.36
C 5.62 0.93 -1.86
C 6.66 1.86 -1.79
C 6.42 3.06 -1.20
C 5.14 3.38 -0.69
C 4.98 4.65 -0.10
C 3.78 5.04 0.40
C 2.69 4.16 0.29
C 2.77 2.91 -0.28
P 1.12 2.08 -0.48
C 0.44 2.94 -1.94
C 0.20 4.31 -2.00
C -0.32 4.89 -3.14
C -0.60 4.10 -4.26
C -0.35 2.73 -4.21
C 0.16 2.16 -3.06
C 0.18 2.76 0.93
C 0.70 2.65 2.23
C -0.03 3.09 3.32
C -1.29 3.63 3.14
C -1.83 3.71 1.87
C -1.11 3.28 0.77
C 4.04 2.46 -0.78
H 5.82 -0.04 -2.29
H 7.64 1.61 -2.20
H 7.20 3.81 -1.12
H 5.84 5.30 -0.06
H 3.64 6.01 0.86
H 1.74 4.51 0.67
H 0.41 4.94 -1.14
H -0.51 5.95 -3.18
H -1.00 4.55 -5.15
H -0.57 2.12 -5.07
H 0.34 1.09 -3.03
H 1.70 2.25 2.37
H 0.41 3.02 4.31
H -1.85 3.99 4.00
H -2.82 4.13 1.72
H -1.54 3.35 -0.22
C -2.75 0.31 1.69
N -1.96 0.17 2.89
C -2.63 0.17 4.18
C -1.45 -0.04 5.11
N -0.52 -0.79 4.27
C 0.71 -1.23 4.88
C -0.79 -0.54 2.95
N -0.16 -0.85 1.86
C 1.14 -1.50 1.80
C 1.11 -2.87 1.12
N 0.91 -2.76 -0.32
C 0.91 -3.78 -1.10
N 0.74 -3.65 -2.46
C 0.22 -2.46 -3.09
C 0.45 -4.95 -3.05
C 1.13 -5.88 -2.07
N 1.02 -5.13 -0.81
C 1.77 -5.68 0.30
H -3.55 1.01 1.90
H -3.19 -0.63 1.36
H -2.17 0.76 0.89
H -3.35 -0.65 4.25
H -3.15 1.11 4.34
H -1.71 -0.61 6.00
H -1.01 0.92 5.41
H 0.55 -1.29 5.96
H 1.55 -0.55 4.71
H 0.99 -2.23 4.55
H 1.61 -1.63 2.77
H 1.83 -0.86 1.24
H 0.30 -3.46 1.57
H 2.05 -3.36 1.37
H 0.84 -1.60 -2.85
H -0.83 -2.27 -2.85
H 0.30 -2.59 -4.17
H 0.85 -5.03 -4.06
H -0.63 -5.13 -3.09
H 2.18 -6.02 -2.33
H 0.64 -6.85 -1.98
H 1.68 -6.76 0.25
H 1.36 -5.37 1.26
H 2.83 -5.42 0.26
Cl -7.52 -1.65 -1.22
C -5.88 -1.08 -1.34
C -5.64 0.23 -1.65
C -4.33 0.72 -1.74
I -3.98 2.72 -2.17
C -3.22 -0.10 -1.55
O -2.00 0.32 -1.62
C -3.49 -1.47 -1.20
N -2.41 -2.24 -0.91
C -2.59 -3.49 -0.55
C -3.86 -4.08 -0.46
C -4.97 -3.32 -0.72
C -4.81 -1.97 -1.09
H -6.47 0.90 -1.82
H -1.70 -4.07 -0.32
H -3.95 -5.12 -0.18
H -5.96 -3.74 -0.65
*
```

Properties
- HOMO-LUMO gap: 7.4 eV
- E_HOMO: -9.398 eV
- Largest force on an atom: 0.44 eV Å⁻¹
- M: 1035.2 g mol⁻¹
- Energy above the lowest of the compared OMol25 structures with the same formula, charge and spin: 0.0 kJ/mol

---

Record 5
C13H19AuN4OSe as an isolated structure, computed with wB97M-V/def2-TZVPD.

```
! RIJCOSX wB97M-V def2-TZVPD def2/J DEFGRID3
* xyz 0 1
Au -2.03 -0.53 -0.96
C -0.57 2.57 0.14
N -1.35 1.51 0.75
C -2.66 1.99 1.16
C -0.66 0.81 1.81
C -0.75 -0.71 1.75
C -0.20 -1.41 2.83
C -0.16 -2.79 2.86
C -0.70 -3.51 1.81
C -1.28 -2.84 0.74
C -1.29 -1.44 0.69
H -0.37 3.41 0.82
H -1.09 2.95 -0.74
H 0.40 2.17 -0.19
H -2.58 2.77 1.93
H -3.25 1.16 1.54
H -3.20 2.39 0.30
H -1.02 1.14 2.79
H 0.40 1.08 1.78
H 0.22 -0.84 3.66
H 0.28 -3.30 3.71
H -0.69 -4.60 1.82
H -1.72 -3.40 -0.07
Se -4.31 -0.79 -0.99
C 3.65 0.15 -1.93
N 2.22 0.24 -2.14
C 1.58 1.21 -3.00
C 0.10 0.91 -2.75
O -0.81 1.52 -3.23
N 0.02 -0.16 -1.86
C 1.27 -0.47 -1.51
N 1.56 -1.44 -0.65
H 4.16 0.39 -2.85
H 3.93 -0.87 -1.66
H 4.00 0.83 -1.15
H 1.83 1.06 -4.05
H 1.81 2.24 -2.72
H 0.78 -1.86 -0.15
H 2.48 -1.55 -0.28
*
```

Properties
- HOMO-LUMO gap (alpha / beta): 6.5 / 6.4 eV
- E_HOMO (alpha / beta): -6.918 / -6.856 eV
- Largest force on an atom: 0.61 eV Å⁻¹
- M: 523.2 g mol⁻¹
- Energy above the lowest of the compared OMol25 structures with the same formula, charge and spin: 67.0 kJ/mol